Version P
Entry from OMol25: C3H5NOS in the gas phase (the ωB97M-V functional and the def2-TZVPD basis).

Calculated values
SMILES string: C=CC(=O)NS
frontier orbital gap: 9.6706 eV

Geometry as XYZ:
```
11
Properties=species:S:1:pos:R:3:lowdin_charge:R:1
C 1.048 0.087 -1.445 0.04
C 0.717 -0.870 -0.606 -0.08
C -0.267 -0.610 0.449 -0.60
O -0.603 -1.375 1.293 0.06
N -0.845 0.662 0.382 -0.41
S -2.059 0.984 1.500 0.77
H 1.731 -0.112 -2.245 0.06
H 0.541 1.082 -1.474 0.08
H 1.213 -1.797 -0.697 0.10
H -0.197 1.436 0.299 0.07
H -1.277 0.512 2.544 -0.09
```

=====

Version Q
Entry from OMol25: C3H5NOS in the gas phase (the ωB97M-V functional and the def2-TZVPD basis).

Calculated values
SMILES string: NC(=O)CC=S
frontier orbital gap: 8.4562 eV

Geometry as XYZ:
```
11
Properties=species:S:1:pos:R:3:lowdin_charge:R:1
N 0.476 -1.072 -1.035 0.16
C -0.413 -0.097 -1.145 -0.60
O -1.019 0.293 -2.074 0.11
C -0.601 0.596 0.232 -0.16
C 0.483 0.535 1.308 -0.68
S 0.492 -0.417 2.606 0.71
H 1.089 -1.098 -0.150 0.12
H 0.493 -1.895 -1.649 0.13
H -0.786 1.593 -0.034 0.10
H -1.414 0.241 0.744 0.07
H 1.198 1.320 1.196 0.04
```

=====

Tell me which of them is the most stable. Sure, it is version Q.

=====

Version P
Entry from OMol25: C3H5NOS in the gas phase (the ωB97M-V functional and the def2-TZVPD basis).

Calculated values
SMILES string: CC(=O)NC=S
frontier orbital gap: 8.6777 eV

Geometry as XYZ:
```
11
Properties=species:S:1:pos:R:3:lowdin_charge:R:1
C -0.438 -1.136 0.786 -0.02
C -0.921 -0.278 -0.489 -0.46
O -1.661 -0.678 -1.376 0.05
N -0.260 1.017 -0.610 -0.02
C 1.075 1.183 -0.081 -0.73
S 2.135 2.424 -0.338 0.59
H 0.634 -1.328 0.472 0.06
H -0.373 -0.540 1.612 0.02
H -0.919 -2.222 1.005 0.14
H -0.809 1.379 -1.574 0.23
H 1.535 0.179 0.593 0.13
```

=====

Version Q
Entry from OMol25: C3H5NOS in the gas phase (the ωB97M-V functional and the def2-TZVPD basis).

Calculated values
SMILES string: C=CO/C=[NH+]\[S-]
frontier orbital gap (spin up / spin down): 7.8356 / 7.8363 eV

Geometry as XYZ:
```
11
Properties=species:S:1:pos:R:3:lowdin_charge:R:1
C 0.378 -1.673 0.520 0.05
C -0.702 -0.919 0.283 -0.27
O -0.792 -0.409 -0.996 0.03
C -0.420 0.810 -1.024 -0.26
N -0.394 1.834 -0.172 -0.49
S -0.478 1.842 1.484 0.44
H 1.192 -1.604 -0.263 0.10
H 0.563 -2.285 1.437 0.08
H -1.593 -0.922 0.887 0.11
H -0.507 1.157 -2.001 0.13
H -0.504 2.723 -0.653 0.09
```

=====

Version R
Entry from OMol25: C3H5NOS in the gas phase (the ωB97M-V functional and the def2-TZVPD basis).

Calculated values
SMILES string: S/N=C\[C@@H]1CO1
frontier orbital gap: 9.9450 eV

Geometry as XYZ:
```
11
Properties=species:S:1:pos:R:3:lowdin_charge:R:1
S -2.012 -0.495 -0.017 0.75
N -1.185 0.937 0.176 -0.38
C 0.065 0.902 0.082 -0.25
C 0.967 -0.297 -0.191 -0.29
C 2.255 -0.441 0.608 -0.09
O 2.198 0.127 -0.684 -0.05
H -3.221 0.022 -0.156 -0.16
H 0.645 1.835 0.104 0.13
H 0.653 -1.245 -0.702 0.14
H 2.670 -1.377 0.739 0.08
H 2.437 0.125 1.525 0.12
```

=====

Tell me which of them is the most stable. Sure, it is version P.

=====

Version P
Entry from OMol25: a molecular structure, C3H5NOS (the ωB97M-V functional and the def2-TZVPD basis).

Calculated values
frontier orbital gap (spin up / spin down): 8.3573 / 8.3584 eV

Geometry as XYZ:
```
11
Properties=species:S:1:pos:R:3:lowdin_charge:R:1
C 0.325 -0.041 -0.240 -0.48
C -0.349 0.597 1.034 -0.27
C -0.406 -0.666 -1.367 -0.05
N 1.533 -0.290 -0.138 0.07
O 0.628 1.503 1.480 -0.59
S 1.962 0.616 1.906 0.83
H -1.307 1.046 0.672 0.13
H -0.587 -0.208 1.686 0.10
H 0.182 -1.266 -1.972 0.04
H -0.827 0.213 -1.941 0.11
H -1.155 -1.505 -1.120 0.12
```

=====

Version Q
Entry from OMol25: C3H5NOS in the gas phase (the ωB97M-V functional and the def2-TZVPD basis).

Calculated values
SMILES string: O=C1CCSN1
frontier orbital gap: 9.1465 eV

Geometry as XYZ:
```
11
Properties=species:S:1:pos:R:3:lowdin_charge:R:1
O 1.843 -0.299 1.335 0.07
C 0.885 0.090 0.711 -0.59
C 0.497 -0.470 -0.621 -0.16
C -1.050 -0.401 -0.635 -0.44
S -1.336 1.238 0.047 0.87
N -0.022 1.035 1.135 -0.25
H 0.901 -1.506 -0.695 0.14
H 0.948 0.097 -1.390 0.11
H -1.392 -0.437 -1.646 0.07
H -1.493 -1.151 0.016 0.08
H 0.220 1.805 1.743 0.11
```

=====

Version R
Entry from OMol25: C3H5NOS in the gas phase (the ωB97M-V functional and the def2-TZVPD basis).

Calculated values
SMILES string: S=C1CCON1
frontier orbital gap: 8.9489 eV

Geometry as XYZ:
```
11
Properties=species:S:1:pos:R:3:lowdin_charge:R:1
S -2.427 1.344 0.192 0.64
C -0.923 0.694 0.074 -0.87
C -0.522 -0.740 -0.200 -0.15
C 0.924 -0.680 0.304 -0.21
O 1.400 0.584 -0.136 -0.09
N 0.241 1.353 0.059 -0.01
H -0.454 -0.849 -1.251 0.11
H -1.063 -1.618 0.207 0.13
H 1.610 -1.445 -0.100 0.13
H 0.911 -0.786 1.452 0.15
H 0.303 2.144 -0.601 0.17
```

=====

Tell me which of them is the most stable. Sure, it is version Q.